The following is a quantum chemistry calculation of an isolated molecule of C3H6N2O3, from the OMol25 dataset.

Results
- structure (SMILES) = NCC(=O)NC(=O)O
- orbital gap (eV) = 10.2442
- total charge = 0
- molar mass (g mol⁻¹) = 118.09
- energy relative to the best compared isomer or geometry (same formula, charge and spin) (kJ/mol) = 77.12
- DFT total energy (a.u.) = -453.17165

Each atom is followed by the atoms it is bonded to, with distances in Å.
Positions of all 14 atoms, in Å:
1 N -2.732 0.401 0.140  C2 1.485, H9 1.005, H10 0.996
2 C -1.641 0.977 0.967  N1 1.485, C3 1.508, H11 1.168, H12 1.066
3 C -0.315 0.714 0.300  C2 1.508, O4 1.221, N5 1.355
4 O 0.407 1.690 0.166  C3 1.221
5 N 0.025 -0.573 0.042  C3 1.355, C6 1.435, H13 1.050
6 C 1.274 -1.033 -0.492  N5 1.435, O7 1.199, O8 1.330
7 O 1.231 -2.155 -0.915  C6 1.199
8 O 2.329 -0.230 -0.385  C6 1.330, H14 0.972
9 H -2.835 0.690 -0.818  N1 1.005
10 H -3.469 -0.002 0.676  N1 0.996
11 H -1.736 2.141 0.968  C2 1.168
12 H -1.788 0.611 1.958  C2 1.066
13 H -0.772 -1.213 -0.196  N5 1.050
14 H 2.038 0.530 0.148  O8 0.972

Results of the Mulliken charge analysis, in e, for atoms 1 through 8: -0.48 -0.27 0.54 -0.65 -0.23 0.53 -0.55 -0.43